[1]
Entry from the Open Molecules 2025 dataset: a structure of composition C49H59IN6O3Pb (wB97M-V/def2-TZVPD).

Last column: Mulliken charge in e.
CARTESIAN COORDINATES (ANGSTROEM)
Pb  -1.5925  1.1102  2.3402  0.533
I  -9.4953  -6.1703  1.3845  -0.996
O  -0.4818  -0.9350  3.9658  -0.903
O  5.1002  -0.9737  -0.4316  -0.140
O  -3.5925  1.3390  1.5103  -0.996
N  -3.1140  -0.7074  3.1778  -0.837
N  8.8912  3.0127  -8.9375  1.121
N  4.9637  5.2619  -5.6092  -1.374
N  5.6501  4.4155  -6.2662  1.330
N  10.1763  2.8874  -8.5952  -1.230
N  6.1072  2.8600  -8.0406  -0.449
C  -5.2345  -0.0156  4.4480  0.639
C  5.8597  2.0945  -6.7767  0.675
C  9.8139  4.8032  -9.6395  -0.758
C  1.3344  -2.0146  5.8628  -1.601
C  -5.8459  3.2103  0.0517  -1.467
C  -6.4609  2.0788  1.0227  1.884
C  10.7661  3.9921  -9.0227  -0.229
C  5.5331  3.0946  -5.7935  0.074
C  -1.3457  -1.8067  4.4671  1.321
C  5.6036  2.7637  -4.4679  -0.960
C  6.0267  1.4095  -4.2822  0.855
C  6.9880  6.2409  -5.9608  -1.070
C  -4.3030  -4.8905  5.7917  2.276
C  -3.6049  -2.7526  4.3962  -0.154
C  -8.7239  0.6436  5.3830  -1.434
C  -6.4100  0.6851  0.3014  -1.733
C  4.5783  -0.2789  0.2992  0.131
C  0.6101  -3.3367  5.2923  2.491
C  -4.4779  1.0904  2.5333  1.080
C  -4.2392  0.0206  3.4222  0.257
C  8.5031  0.6045  -9.7914  -0.667
C  -6.9041  2.3161  6.5063  -1.652
C  -6.2799  0.8801  4.6039  -0.391
C  -1.9278  -3.8348  5.7350  -0.437
C  -0.9300  -2.8677  5.2988  -0.984
C  -4.9010  -5.8083  4.7176  -1.282
C  6.2449  0.3838  -5.1447  -1.065
C  -6.5864  1.7322  3.5286  -0.309
C  -7.1919  0.9372  5.8735  1.821
C  -3.6906  -5.6978  7.0445  -1.755
C  -2.6658  -1.8133  3.9833  -0.879
C  -6.8508  -0.2308  6.7964  -1.971
C  -5.4977  -4.1777  6.3497  -1.810
C  -7.9517  2.3602  1.2382  -2.052
C  6.9076  4.9020  -6.4867  0.228
C  6.4270  0.9032  -2.7389  -1.265
C  8.6720  4.0729  -9.7142  -0.052
C  6.1929  0.7810  -6.5357  -0.385
C  7.9336  1.8745  -9.2521  0.076
C  6.2023  -0.1113  -10.2961  -0.839
C  -5.7438  1.7562  2.4242  -0.770
C  0.8638  -4.5238  6.1257  -2.297
C  5.7082  0.8045  -9.4333  -0.640
C  5.6543  6.3319  -5.3150  -0.142
C  1.0881  -3.6868  3.9256  -1.729
C  -3.2598  -3.8384  5.2832  -1.008
C  8.0738  -1.5100  -11.0075  -1.208
C  6.5546  1.8928  -8.9447  -0.071
C  7.5985  -0.3961  -10.4327  1.179
H  -7.4418  2.3418  3.6845  0.560
H  8.7223  -1.5379  -11.7475  0.404
H  -7.2764  -1.1875  6.3773  0.284
H  1.9315  -4.3742  3.8482  0.425
H  -8.7793  1.0844  4.3824  0.267
H  -7.3901  -0.0841  7.7036  0.541
H  -7.1764  2.4462  7.5638  0.364
H  9.7430  0.2802  -9.9309  0.066
H  -1.8191  2.0460  3.9099  -0.152
H  -5.4794  -3.1141  6.6000  0.404
H  -4.5261  -2.6096  3.9060  1.163
H  -8.4534  2.8334  0.3985  0.436
H  -5.9089  2.5334  6.4605  0.448
H  -6.4451  4.0542  0.3757  0.463
H  8.4945  -2.1838  -10.3700  0.359
H  -5.9190  2.8628  -0.9808  0.323
H  7.4806  0.8546  -2.7732  0.335
H  5.0930  7.2297  -4.9482  0.368
H  0.3988  -4.4821  7.0624  0.487
H  4.7331  1.0423  -9.4144  0.589
H  -9.0208  -0.3935  5.3618  0.391
H  -3.1863  -6.6653  6.8999  0.286
H  6.8789  -2.3445  -11.3807  0.176
H  -6.7334  0.6862  -0.7460  0.484
H  0.4826  -5.4259  5.6215  0.412
H  -4.5681  -5.9446  7.6819  0.388
H  5.6898  3.4441  -3.7382  0.551
H  2.0300  -4.6496  6.2222  0.411
H  -8.0370  3.1073  2.0122  0.586
H  6.7483  -0.4368  -4.7435  0.375
H  5.4264  -0.7885  -10.7163  0.183
H  6.3571  0.0406  -7.3590  0.098
H  -1.6625  -4.6017  6.4400  0.540
H  -4.7218  3.2546  0.2889  0.243
H  -5.4755  -6.4125  5.4508  0.396
H  11.7296  4.2897  -8.6563  0.426
H  -7.4924  2.9975  5.8671  0.373
H  2.3990  -2.0392  5.6546  0.415
H  -5.9671  -4.7880  7.0958  0.371
H  7.7633  6.8573  -5.7041  0.383
H  -8.5620  1.5102  1.5963  0.266
H  0.8156  -1.1876  5.3411  0.391
H  1.2579  -2.7895  3.3892  0.428
H  -5.4617  0.2699  0.3395  0.401
H  5.9635  -0.0911  -2.7473  0.301
H  10.1654  5.8260  -9.7353  0.292
H  -5.7600  -0.2624  6.8355  0.577
H  -9.4552  1.0297  6.0598  0.452
H  7.6908  4.3309  -10.0375  0.421
H  -3.0449  -5.0868  7.6637  0.539
H  7.6990  4.2892  -6.9639  0.313
H  -7.1633  0.0875  0.8778  0.306
H  -6.2825  -4.0850  5.6016  0.396
H  1.2114  -2.0591  7.0126  0.291
H  -5.1462  -0.8743  5.2033  -0.124
H  5.8666  1.5805  -1.8446  0.234
H  -5.6714  -5.2323  4.1137  0.340
H  0.1960  -4.2517  3.3863  0.274
H  -4.2652  -6.3955  4.0797  0.299

## Properties
- Multiplicity: 1
- Total charge: -2
- Frontier orbital gap (alpha / beta): 3.0 / 2.6 eV
- Relative energy (zero: lowest compared OMol25 entry of this formula, charge and spin): 113.6 kcal per mole

[2]
Entry from the Open Molecules 2025 dataset: a structure of composition C3H7NS (wB97M-V/def2-TZVPD).

Last column: natural (NBO) charge in e.
CARTESIAN COORDINATES (ANGSTROEM)
S  1.7835  -0.0889  -1.2977  0.109
N  -1.3164  -0.7182  0.4880  -0.828
C  1.2415  -0.2570  0.6197  -0.470
C  -0.2301  0.4150  0.1727  -0.099
C  0.0029  0.3420  -1.2552  -0.537
H  -0.2750  1.4476  0.4327  0.207
H  1.2975  -1.4612  0.9176  0.233
H  -1.3265  -1.2184  1.4846  0.377
H  -2.1547  0.2992  0.7718  0.332
H  -0.1056  1.2701  -1.9228  0.218
H  1.7621  0.4158  1.3696  0.215
H  -0.6793  -0.4460  -1.7812  0.242

## Properties
- Multiplicity: 1
- Frontier orbital gap: 9.2 eV
- Relative energy (zero: lowest compared OMol25 entry of this formula, charge and spin): 92.1 kcal per mole

[3]
Entry from the Open Molecules 2025 dataset: a cluster of 12 separate species, C44H122N10O14 in total (wB97M-V/def2-TZVPD).

Last column: Mulliken charge in e.
CARTESIAN COORDINATES (ANGSTROEM)
O  1.8162  -3.0175  -2.7327  -0.449
O  4.0785  -1.2557  -1.7609  -0.648
O  0.3050  2.9604  3.6363  -0.137
O  0.3534  -0.9843  -6.2232  -0.279
O  -0.1903  -0.5573  1.3781  2.821
O  0.8033  -6.3359  -0.4616  -0.437
O  -3.8858  0.6036  -5.9149  -0.429
O  -3.5836  -0.4720  6.5125  -0.445
O  3.9330  1.2008  1.7041  -0.049
O  -3.2866  -3.1483  -0.2498  -0.090
O  -2.9670  1.4092  0.7401  0.280
O  -1.5512  0.5741  -1.2682  2.329
O  0.7233  0.9667  6.0915  0.199
O  2.1212  5.4599  -1.7945  -0.296
N  -3.0836  3.9127  -0.7956  -0.669
N  -5.2689  -3.8234  -2.3553  -0.631
N  2.2071  6.1532  3.4818  -0.742
N  3.1332  -4.7315  -0.9601  -0.630
N  -2.7769  -1.4988  -2.9152  -0.385
N  2.8503  -2.0302  -7.7475  -0.700
N  -0.5162  2.9688  -2.4617  -0.660
N  -2.3764  -3.0134  6.0938  -0.869
N  1.6618  0.1266  3.3420  0.668
N  6.4146  -0.9164  0.0649  -0.774
C  1.9636  -0.4842  4.6311  1.285
C  3.4057  -1.0421  -2.9462  0.252
C  -3.6980  -0.8055  -3.8142  0.533
C  -3.8540  2.4597  1.1290  -1.361
C  2.4438  -4.6654  0.2874  0.339
C  0.5242  1.4071  7.4710  -0.974
C  -2.0910  -3.6329  0.3764  -0.954
C  -4.0597  4.9766  1.1514  -1.735
C  0.6166  4.2968  3.2597  -0.825
C  -3.4296  0.1290  1.1640  -0.143
C  -7.0102  -4.0212  -0.6138  -1.642
C  -3.2467  0.9637  -7.1426  -0.701
C  1.9041  2.4988  -2.3373  -0.969
C  0.7492  3.4540  -1.9057  1.900
C  2.8717  -2.4255  -3.5026  -0.243
C  6.7084  -0.0709  2.3025  -1.763
C  2.2369  -0.7086  -7.8434  0.765
C  -3.0109  -0.2292  -5.0833  -0.301
C  -1.9202  -1.8290  5.4288  1.269
C  -4.5546  0.4504  6.2279  -0.710
C  -1.3584  -2.1252  4.0643  -1.289
C  -3.1161  -0.9118  5.2238  -0.735
C  3.0540  5.9769  -2.7653  -0.855
C  1.9540  4.8494  3.9107  0.873
C  0.9036  -7.4664  0.4505  -0.756
C  -0.9111  2.4040  3.0902  -1.053
C  2.5852  -0.1711  -9.2339  -1.735
C  0.5195  0.0780  -5.2810  -0.638
C  5.7134  -0.3507  1.2136  1.365
C  0.3789  -0.0559  0.1478  -0.567
C  0.9721  -5.0082  -0.0119  -0.308
C  0.6955  -0.7941  -7.6159  -0.709
C  0.9699  4.9180  -2.3566  -1.179
C  3.2403  -1.3287  4.3663  -1.667
C  -3.1884  3.8093  0.6618  1.385
C  5.0594  0.9450  0.8663  -0.851
C  2.6104  -3.1895  0.6104  0.229
C  -4.3316  0.2671  -2.9419  -1.384
C  -5.5870  -3.4661  -0.9808  0.783
C  -4.4671  -3.8711  -0.0122  -1.029
C  -0.5260  -0.3944  -1.0751  1.670
C  2.0758  0.5967  5.7532  -1.163
C  1.8536  4.8778  5.4354  -1.593
C  3.3360  2.4854  1.4383  -0.078
H  -0.5541  1.5056  7.5968  0.229
H  3.9495  -0.5505  -3.7529  0.563
H  -2.8640  2.9905  -1.1441  -0.074
H  1.9367  -7.7105  0.6981  0.286
H  -2.0804  -2.7840  3.5817  0.512
H  -5.6181  -2.3786  -0.9143  -0.015
H  0.9510  2.3941  7.6495  0.265
H  -2.0799  0.7139  -0.4792  -0.650
H  3.6984  -3.1331  -3.5655  0.427
H  -3.5468  5.9302  1.0261  0.408
H  1.2738  -0.6525  -0.0293  -0.408
H  -1.1901  1.6611  3.8374  0.046
H  -5.2123  -4.8318  -2.3639  0.337
H  0.6716  0.9936  0.1777  -0.255
H  -2.1868  0.3522  -4.6698  -0.217
H  2.5140  0.2285  2.8095  -0.207
H  4.0552  3.2891  1.5961  0.568
H  3.6351  -0.3463  -9.4689  0.429
H  0.5990  3.4421  -0.8262  -0.680
H  4.7776  1.0143  -0.1844  0.221
H  2.5322  -4.3358  -1.6689  0.382
H  3.8955  6.5023  -2.3136  0.256
H  2.2453  -2.9595  1.6114  0.297
H  -1.7657  -4.5603  -0.0950  0.598
H  -0.4535  -2.7310  4.1113  0.419
H  -0.7142  2.0436  -2.1084  -0.279
H  -0.2362  4.9109  3.5491  0.660
H  -2.5412  -1.0815  -5.5743  0.443
H  2.4199  0.9033  -9.3145  0.382
H  4.0602  -0.6107  4.3836  0.342
H  0.8659  0.6518  8.1786  0.372
H  -4.0388  3.9717  -1.1187  0.330
H  2.8194  4.2072  3.7472  0.081
H  1.0006  -2.9040  -3.2262  0.169
H  1.3761  1.0340  3.6813  -0.583
H  7.5177  0.6228  2.0747  0.435
H  6.2396  0.3822  3.1760  0.279
H  7.1878  -0.9849  2.6530  0.387
H  -1.2073  -1.2630  6.0285  0.194
H  -5.3760  0.0008  5.6700  0.333
H  -5.1121  0.7961  -3.4888  0.575
H  1.3088  6.6119  3.5349  0.340
H  1.0569  4.8049  -3.4372  0.525
H  -1.3253  -2.8572  0.3667  -0.149
H  -4.3120  -3.6021  -2.5909  0.280
H  -2.7828  -0.0571  4.6351  0.019
H  0.5559  -8.3940  -0.0042  0.299
H  2.5701  6.6969  -3.4253  0.333
H  -1.2019  3.6219  -2.1102  0.258
H  2.7887  1.3969  5.5546  0.217
H  3.0249  2.6728  0.4106  -0.069
H  3.7259  -2.0960  -1.4590  0.319
H  -4.8983  0.8419  7.1853  0.310
H  2.5429  -0.4491  -2.6429  -0.559
H  -4.8366  -0.2923  -2.1545  0.193
H  1.8226  1.4922  -1.9271  -0.408
H  1.5828  0.2990  -5.1877  0.513
H  3.2276  -1.9678  3.4834  0.166
H  -3.2208  0.0714  2.2322  -0.327
H  2.6658  -0.0596  -7.0799  0.181
H  2.5441  -2.2222  -4.5221  -0.217
H  0.3897  -7.2440  1.3857  0.300
H  -0.8461  1.9260  2.1127  0.124
H  2.6640  5.4521  5.8842  0.439
H  0.9647  5.3999  5.7895  0.398
H  2.4282  6.0772  2.4993  0.294
H  -7.2694  -3.6393  0.3736  0.380
H  0.3121  -0.2491  -4.2622  -0.432
H  2.4855  2.5485  2.1170  -0.524
H  0.2963  -0.3348  2.1752  -1.052
H  3.0818  -5.7245  -1.1374  0.391
H  -7.7499  -3.7739  -1.3752  0.409
H  0.3549  -4.6436  0.8092  0.345
H  -2.8462  -2.6690  6.9189  0.301
H  -4.5452  -1.4074  -4.1429  0.548
H  5.7665  1.7721  0.9297  0.391
H  -5.0469  5.1779  0.7354  0.403
H  2.8166  -5.3501  1.0492  0.561
H  -2.1467  3.8501  0.9803  -0.202
H  -3.3286  -1.5518  -2.0708  -0.145
H  2.8392  2.9840  -2.0576  0.322
H  0.1350  0.1116  -7.8474  0.338
H  2.4587  -0.0316  6.5574  0.633
H  -2.6266  0.1760  -7.5705  0.245
H  3.4411  -2.0160  5.1881  0.542
H  5.0531  -1.1285  1.5971  -0.383
H  0.0507  -0.3943  -2.0000  -1.504
H  -4.8943  -3.7697  0.9855  0.405
H  -4.1156  2.6060  2.1770  0.358
H  1.7601  3.8915  5.8899  0.033
H  -0.8893  -1.4220  -1.0620  -0.036
H  -4.3249  4.8616  2.2024  0.383
H  -1.6241  -3.6177  6.3919  0.255
H  1.8773  2.3892  -3.4215  0.402
H  6.9999  -0.1707  -0.2836  0.332
H  0.3050  -1.6436  -8.1763  0.297
H  -4.4950  -0.0870  1.0847  0.431
H  2.2194  -2.5100  -0.1469  -1.531
H  0.5560  4.3919  2.1756  0.181
H  3.6512  -2.9100  0.7738  0.399
H  -3.0098  -0.6865  0.5750  -0.131
H  -3.9554  1.3414  -7.8796  0.338
H  -4.1735  1.3044  5.6679  0.187
H  -2.0646  -0.8259  -2.6701  -0.476
H  3.3892  5.2517  -3.5067  0.349
H  -3.8843  -1.4860  4.7059  0.441
H  0.0963  5.5236  -2.1155  0.404
H  -6.9910  -5.1106  -0.5844  0.344
H  -4.8076  2.3186  0.6202  0.565
H  1.1601  -1.1788  4.8758  -0.521
H  5.7264  -1.0747  -0.6572  0.424
H  -3.5575  0.9566  -2.6050  0.150
H  2.6944  -2.4017  -6.8214  0.231
H  -4.2864  -4.9460  -0.0112  0.413
H  -2.2691  -3.9286  1.4103  0.534
H  2.0944  -0.6584  -10.0764  0.337
H  -2.6468  1.8446  -6.9137  0.282
H  2.3864  -2.6449  -8.4009  0.306
H  0.5561  -4.3579  -0.7814  0.043
H  -0.0180  0.9714  -5.5990  0.606
H  -1.7250  3.1283  3.0586  0.524
H  -1.0557  -1.2519  3.4864  -0.179

## Properties
- Multiplicity: 1
- SMILES string: COC[C@H](C)N.COC[C@H](C)N.COC[C@H](C)N.COC[C@H](C)N.COC[C@H](C)N.COC[C@H](C)N.COC[C@H](C)N.COC[C@H](C)N.COC[C@H](C)N.COC[C@H](C)N.OCCO.OCCO
- Frontier orbital gap: 9.2 eV
- Relative energy (zero: lowest compared OMol25 entry of this formula, charge and spin): 182.7 kcal per mole

Number 1: calculated total energy -2946.87858 Ha. Number 2: calculated total energy -571.29215 Ha. Number 3: calculated total energy -3350.20055 Ha.